Entry 1:
Molecular formula: C5H6O2
Method: DFT, ωB97M-V/def2-TZVPD

XYZ file:
```
13
Properties=species:S:1:pos:R:3:mulliken_charge:R:1
O -3.51 0.43 -0.54 -0.451
C -2.46 -0.14 -0.43 0.105
C -1.62 -0.13 0.84 -0.610
C -0.19 -0.02 0.61 -0.405
C 0.97 -0.30 0.50 0.517
C 2.36 -0.14 0.10 -0.373
O 2.41 0.90 -0.86 -0.491
H -2.03 -0.73 -1.27 0.347
H -2.03 0.60 1.55 0.295
H -1.53 -1.12 1.29 0.225
H 2.97 0.08 0.98 0.248
H 2.74 -1.04 -0.38 0.279
H 1.86 1.61 -0.50 0.314
```

- LUMO level (eV) = 0.6
- energy above the lowest of the compared OMol25 structures with the same formula, charge and spin (kJ/mol) = 267.5



Entry 2:
Molecular formula: C5H6O2
Method: DFT, ωB97M-V/def2-TZVPD

XYZ file:
```
13
Properties=species:S:1:pos:R:3:mulliken_charge:R:1
C -1.83 -0.03 -0.36 -0.954
C -0.81 0.59 0.51 -0.026
O 0.76 -1.77 0.68 -0.593
C 1.80 -1.33 0.21 0.639
O 2.90 -1.70 -0.14 -0.567
C 1.67 0.41 -0.17 -0.432
C 0.49 0.85 0.10 -0.012
H -1.85 -1.08 -0.02 0.302
H -2.83 0.40 -0.24 0.377
H -1.53 -0.04 -1.40 0.335
H -1.10 0.93 1.51 0.360
H 2.53 0.89 -0.63 0.364
H -0.20 1.87 -0.05 0.207
```

- LUMO level (eV) = -1.0
- energy above the lowest of the compared OMol25 structures with the same formula, charge and spin (kJ/mol) = 414.7



Entry 3:
Molecular formula: C5H6O2
Method: DFT, ωB97M-V/def2-TZVPD

XYZ file:
```
13
Properties=species:S:1:pos:R:3:mulliken_charge:R:1
C 1.76 0.94 -0.38 -0.194
C 0.64 0.92 0.06 -0.144
C -0.74 0.92 0.58 -0.486
C -1.72 0.19 -0.35 -0.991
H 2.76 0.95 -0.76 0.388
H -0.75 0.45 1.57 0.242
H -1.07 1.96 0.72 0.317
H -1.45 -0.87 -0.41 0.262
H -2.74 0.27 0.04 0.316
H -1.70 0.62 -1.36 0.305
O 0.61 -2.22 0.56 -0.397
C 1.67 -2.11 0.09 0.769
O 2.74 -2.03 -0.37 -0.388
```

- LUMO level (eV) = 0.7
- energy above the lowest of the compared OMol25 structures with the same formula, charge and spin (kJ/mol) = 82.5



Entry 4:
Molecular formula: C5H6O2
Method: DFT, ωB97M-V/def2-TZVPD

XYZ file:
```
13
Properties=species:S:1:pos:R:3:mulliken_charge:R:1
O -3.19 0.90 -0.53 -0.452
C -2.34 0.06 -0.50 -0.019
C -1.70 -0.47 0.79 -0.515
C -0.26 -0.34 0.58 -0.247
C 0.87 -0.18 0.23 0.559
C 2.30 -0.02 -0.08 -0.600
O 2.56 0.81 -1.19 -0.516
H -1.90 -0.36 -1.43 0.353
H -2.04 0.12 1.65 0.270
H -1.96 -1.52 0.98 0.313
H 2.80 0.33 0.83 0.261
H 2.71 -1.01 -0.33 0.276
H 2.14 1.66 -1.01 0.316
```

- LUMO level (eV) = 0.7
- energy above the lowest of the compared OMol25 structures with the same formula, charge and spin (kJ/mol) = 234.1



Entry 5:
Molecular formula: C5H6O2
Method: DFT, ωB97M-V/def2-TZVPD

XYZ file:
```
13
Properties=species:S:1:pos:R:3:mulliken_charge:R:1
C 2.31 -0.10 0.69 -0.495
C 1.07 0.16 1.03 0.239
C -0.20 0.15 1.08 0.200
C -1.50 -0.05 0.92 -0.577
C -2.19 0.57 -0.24 0.090
O -3.36 0.39 -0.48 -0.476
H 2.65 0.29 -0.27 0.212
H 2.92 -0.88 1.16 0.259
H -2.08 -0.75 1.55 0.301
H -1.57 1.21 -0.91 0.274
O 0.87 -0.57 -1.75 -0.649
H 0.86 0.39 -1.71 0.333
H 0.23 -0.82 -1.06 0.288
```

- LUMO level (eV) = -1.0
- energy above the lowest of the compared OMol25 structures with the same formula, charge and spin (kJ/mol) = 333.2



Entry 6:
Molecular formula: C5H6O2
Method: DFT, ωB97M-V/def2-TZVPD

XYZ file:
```
13
Properties=species:S:1:pos:R:3:mulliken_charge:R:1
O 1.76 -1.90 -1.88 -0.452
C 1.31 -0.82 -1.62 0.005
C 1.72 0.00 -0.40 -0.419
C 0.50 0.46 0.27 -0.083
C -0.59 0.68 0.72 0.188
C -1.92 0.61 1.34 -0.466
O -2.33 -0.74 1.46 -0.503
H 0.53 -0.34 -2.25 0.347
H 2.31 -0.64 0.26 0.238
H 2.36 0.83 -0.72 0.304
H -1.91 1.11 2.32 0.254
H -2.68 1.11 0.72 0.274
H -1.56 -1.25 1.75 0.313
```

- LUMO level (eV) = 0.8
- energy above the lowest of the compared OMol25 structures with the same formula, charge and spin (kJ/mol) = 237.6



Entry 7:
Molecular formula: C5H6O2
Method: DFT, ωB97M-V/def2-TZVPD

XYZ file:
```
13
Properties=species:S:1:pos:R:3:mulliken_charge:R:1
O 2.57 0.24 -0.81 -0.477
C 1.87 0.11 0.35 0.096
C 0.91 1.07 0.79 -0.438
C -0.29 0.86 0.99 0.122
C -1.25 -0.12 0.77 -0.259
C -2.22 0.01 -0.37 0.067
O -3.24 -0.63 -0.47 -0.464
H 2.01 0.70 -1.46 0.354
H 2.53 -0.34 1.10 0.330
H 0.88 -0.95 0.14 -0.051
H -1.67 -0.66 1.62 0.337
H -0.13 -1.04 0.25 0.054
H -1.89 0.72 -1.16 0.330
```

- LUMO level (eV) = 0.1
- energy above the lowest of the compared OMol25 structures with the same formula, charge and spin (kJ/mol) = 560.4



Entry 8:
Molecular formula: C5H6O2
Method: DFT, ωB97M-V/def2-TZVPD

XYZ file:
```
13
Properties=species:S:1:pos:R:3:mulliken_charge:R:1
C -1.46 2.38 -0.09 0.200
C -0.79 1.40 0.06 -0.737
C 0.02 0.19 0.27 0.366
C -0.84 -1.05 0.50 -1.240
O 0.83 0.02 -0.91 -0.308
C 1.96 -0.66 -0.75 0.116
O 2.35 -1.14 0.28 -0.491
H -2.06 3.26 -0.23 0.436
H 0.69 0.33 1.12 0.255
H -1.46 -1.24 -0.38 0.340
H -1.49 -0.90 1.36 0.340
H -0.19 -1.91 0.69 0.347
H 2.50 -0.71 -1.71 0.376
```

- LUMO level (eV) = 1.0
- energy above the lowest of the compared OMol25 structures with the same formula, charge and spin (kJ/mol) = 176.6